Below is a structure of composition C27H22Br2IN2O3Zn, with properties calculated with the ωB97M-V functional and the def2-TZVPD basis.

As for the charge: +1. The LUMO energy is -3.950 eV. The HOMO-LUMO gap comes out at 6.711 eV.

Each line ends with the Mulliken charge.
CARTESIAN COORDINATES (ANGSTROEM)
Zn 1.333 0.373 0.005  0.24
Br -3.381 0.666 5.818  -0.16
C -1.866 0.602 4.705  0.07
C -2.024 0.455 3.337  -0.93
C -0.902 0.417 2.526  0.20
C 0.371 0.520 3.071  0.70
C 0.513 0.664 4.449  -0.75
C -0.601 0.706 5.266  -0.84
N 1.475 0.482 2.169  0.56
C 2.680 0.390 2.550  0.17
C 3.768 0.355 1.548  0.17
C 5.096 0.289 1.916  -0.84
C 6.063 0.259 0.919  -0.29
C 5.668 0.298 -0.406  -0.82
C 4.312 0.365 -0.696  -0.10
N 3.390 0.389 0.261  0.25
H -3.013 0.368 2.909  0.48
H -1.016 0.271 1.457  0.33
H 1.488 0.762 4.906  0.29
H -0.490 0.825 6.335  0.42
H 2.970 0.319 3.596  0.33
H 5.366 0.265 2.964  0.43
H 7.113 0.208 1.177  0.45
H 6.389 0.274 -1.210  0.43
H 3.943 0.403 -1.713  0.53
C -2.695 -5.136 -0.218  -0.80
O -2.465 -4.709 -1.558  -0.44
C -1.672 -3.650 -1.757  0.95
C -1.483 -3.293 -3.113  -1.07
C -0.697 -2.232 -3.413  -1.26
C -0.046 -1.440 -2.419  -0.10
C 0.772 -0.331 -2.804  1.58
C 1.046 0.017 -4.242  -1.26
O 1.339 0.450 -1.991  -0.52
C -0.247 -1.820 -1.043  0.71
O 0.280 -1.206 -0.027  -0.82
C -1.064 -2.932 -0.752  -0.43
H -3.353 -5.996 -0.287  0.24
H -3.178 -4.350 0.363  0.33
H -1.761 -5.428 0.263  0.33
H -1.967 -3.882 -3.880  0.47
H -0.569 -1.988 -4.456  0.22
H 0.512 -0.572 -4.975  0.44
H 2.118 -0.096 -4.416  0.30
H 0.810 1.072 -4.384  0.29
H -1.178 -3.184 0.292  0.49
Br -1.732 5.864 0.506  -0.17
C -2.354 4.361 -0.446  0.05
C -3.649 4.390 -0.948  -0.40
C -4.152 3.301 -1.643  -0.57
C -3.368 2.175 -1.844  -0.72
C -2.072 2.139 -1.353  0.15
C -1.578 3.233 -0.660  -0.07
I 0.384 3.126 0.051  0.27
H -4.255 5.270 -0.787  0.40
H -5.162 3.337 -2.029  0.39
H -3.758 1.321 -2.382  0.45
H -1.452 1.265 -1.511  0.24

***

Below is a structure of composition C27H22Br2NO2Zn, with properties calculated with the ωB97M-V functional and the def2-TZVPD basis.

As for the multiplicity: 2. As for the charge: -2. The LUMO energy (alpha / beta) is 4.288 / 4.224 eV. The HOMO-LUMO gap (alpha / beta) comes out at 3.685 / 6.035 eV.

Each line ends with the Mulliken spin population.
CARTESIAN COORDINATES (ANGSTROEM)
O 4.363 2.489 1.323  0.00
C 4.705 1.304 1.544  0.00
O 5.117 0.579 2.441  0.00
C 4.657 0.483 0.115  0.00
C 5.679 -0.687 0.087  0.00
C 4.873 -1.843 0.534  0.00
C 3.523 -1.505 0.509  0.00
C 2.581 -2.385 1.006  0.01
C 2.988 -3.685 1.399  0.00
C 4.350 -4.024 1.363  0.00
C 5.306 -3.112 0.931  0.00
N 3.365 -0.161 0.179  0.00
C 2.220 0.565 0.115  0.01
C 0.944 0.088 -0.146  0.00
C -0.246 0.858 0.150  -0.03
C -1.416 0.045 0.705  -0.09
C -2.067 0.535 1.838  0.37
C -3.096 -0.180 2.422  -0.05
C -3.469 -1.418 1.930  0.12
C -2.726 -1.976 0.859  0.00
C -1.711 -1.196 0.209  0.22
H 4.772 1.215 -0.709  0.00
H 6.054 -0.839 -0.932  0.00
H 6.561 -0.444 0.691  0.00
H 1.553 -2.043 1.107  -0.01
H 2.238 -4.411 1.731  0.00
H 4.638 -5.011 1.700  0.00
H 6.379 -3.377 0.904  0.00
H 2.415 1.652 0.216  0.00
H 0.849 -0.935 -0.517  0.00
H -0.027 1.577 0.968  0.03
H -1.690 1.454 2.303  0.05
H -3.608 0.252 3.301  0.00
H -4.323 -1.958 2.330  0.04
H -2.817 -3.052 0.600  0.05
H -1.147 -1.627 -0.616  0.01
Br -3.143 -1.806 -2.681  0.03
Zn -4.328 -1.917 -0.614  0.23
Br -6.526 -1.772 0.068  0.02
C -2.081 1.543 -3.441  -0.01
C -0.986 1.187 -2.650  0.01
C -1.115 1.645 -1.304  -0.02
C -2.457 2.240 -1.241  0.01
C -3.044 2.186 -2.573  0.00
C -4.335 2.688 -2.815  0.00
C -5.056 3.251 -1.742  0.00
C -4.426 3.354 -0.481  0.00
C -3.148 2.899 -0.210  0.01
H -2.281 1.328 -4.468  0.00
H -0.054 0.677 -3.002  0.00
H -0.263 2.245 -0.797  0.00
H -4.751 2.559 -3.791  0.00
H -6.082 3.623 -1.940  0.00
H -5.028 3.811 0.320  0.00
H -2.685 3.030 0.773  -0.01

***

Below is a structure of composition C27H22ClIN5O5SSr, with properties calculated with the ωB97M-V functional and the def2-TZVPD basis.

As for the charge: -1. The LUMO energy is 2.196 eV. The HOMO-LUMO gap comes out at 7.024 eV.

Each line ends with the Mulliken charge.
CARTESIAN COORDINATES (ANGSTROEM)
Sr 0.265 0.942 0.709  1.64
C -1.616 -1.278 2.389  -1.95
N -0.189 -1.392 2.092  0.89
C 0.593 -1.097 3.303  -0.93
C 2.060 -0.919 2.999  0.32
C 3.042 -1.302 3.906  -0.92
C 4.372 -1.094 3.584  -0.38
C 4.694 -0.533 2.358  -0.87
C 3.659 -0.192 1.505  -0.31
N 2.379 -0.377 1.821  0.73
C 0.174 -2.693 1.527  -0.91
C -0.107 -2.777 0.050  0.49
C -1.071 -3.614 -0.491  -0.71
C -1.287 -3.577 -1.860  -0.42
C -0.525 -2.720 -2.636  -0.80
C 0.432 -1.932 -2.005  0.02
N 0.635 -1.959 -0.695  -0.03
C -2.515 -0.943 1.222  1.08
C -3.895 -0.986 1.417  -1.06
C -4.736 -0.617 0.390  -0.47
C -4.187 -0.224 -0.824  -1.00
C -2.814 -0.219 -0.938  -0.54
N -1.993 -0.576 0.054  0.67
H -1.746 -0.460 3.108  0.45
H -1.994 -2.201 2.859  0.44
H 0.482 -1.886 4.063  0.32
H 0.212 -0.163 3.737  0.51
H 2.759 -1.751 4.850  0.46
H 5.153 -1.376 4.280  0.38
H 5.721 -0.365 2.065  0.44
H 3.840 0.236 0.524  0.31
H -0.334 -3.503 2.073  0.24
H 1.249 -2.821 1.645  0.46
H -1.657 -4.259 0.153  0.39
H -2.044 -4.207 -2.313  0.39
H -0.661 -2.660 -3.708  0.42
H 1.062 -1.250 -2.565  0.28
H -4.288 -1.276 2.384  0.48
H -5.809 -0.622 0.532  0.41
H -4.808 0.082 -1.656  0.45
H -2.334 0.088 -1.862  0.46
Cl 1.365 3.779 -6.242  -0.31
C 1.505 2.905 -4.731  0.60
C 2.529 2.019 -4.560  -0.55
C 2.670 1.307 -3.361  -0.11
I 4.251 -0.036 -3.125  -0.04
C 1.796 1.449 -2.271  -0.02
O 1.893 0.817 -1.177  -0.23
C 0.698 2.384 -2.501  -0.21
N -0.176 2.513 -1.478  0.14
C -1.174 3.363 -1.570  -0.54
C -1.382 4.144 -2.718  -0.95
C -0.528 4.015 -3.778  -0.80
C 0.559 3.117 -3.702  0.26
H 3.242 1.868 -5.360  0.38
H -1.828 3.431 -0.706  0.59
H -2.214 4.836 -2.751  0.40
H -0.666 4.599 -4.678  0.40
O -1.288 3.814 3.249  -0.67
S -0.963 2.430 2.974  1.13
O 0.508 2.267 2.643  -0.88
O -1.298 1.512 4.078  -0.79
O -1.670 1.940 1.722  -0.63

***

Calculated energy relative to the best compared isomer or geometry (same formula, charge and spin), 2.6 19.0 0.0 kcal per mole (same order as the records).
Calculated DFT total energy, -234078.6406 -222444.5994 -78346.0112 eV (same order as the records).